1.
Computed, not measured: a 11-piece molecular cluster, C23H69BClO11 overall in a non-equilibrium geometry, with the ωB97M-V functional and the def2-TZVPD basis.

The geometry in XYZ format:
```
105
Properties=species:S:1:pos:R:3
C -3.095 0.874 -4.584
C -1.943 -0.188 -4.461
C -1.096 0.166 -3.184
O -0.616 1.474 -3.372
B -0.530 2.254 -2.121
Cl -2.215 2.680 -1.359
H -4.014 0.445 -5.047
H -2.788 1.707 -5.242
H -3.320 1.261 -3.572
H -2.296 -1.229 -4.460
H -1.250 0.010 -5.312
H -0.263 -0.573 -3.078
H -1.733 0.046 -2.285
H -0.016 3.314 -2.422
H 0.230 1.731 -1.345
C -1.510 0.329 2.648
C -0.577 0.546 1.469
O -1.189 0.110 0.268
H -1.776 -0.724 2.737
H -1.047 0.655 3.581
H -2.443 0.882 2.508
H 0.343 -0.025 1.601
H -0.314 1.605 1.367
H -1.992 0.632 0.154
C 0.448 2.514 -7.541
C -1.058 2.392 -7.667
O -1.708 3.142 -6.650
H 0.776 2.163 -6.561
H 0.955 1.930 -8.314
H 0.760 3.558 -7.630
H -1.367 1.352 -7.555
H -1.398 2.750 -8.647
H -1.444 4.059 -6.749
C -2.953 -3.061 5.996
C -2.023 -1.994 5.450
O -2.754 -0.839 5.053
H -3.693 -3.343 5.244
H -2.397 -3.953 6.293
H -3.503 -2.688 6.863
H -1.491 -2.363 4.572
H -1.283 -1.703 6.204
H -3.214 -0.505 5.827
C 2.968 -1.745 0.984
C 2.813 -1.689 2.492
O 4.089 -1.765 3.128
H 3.470 -2.670 0.689
H 1.998 -1.694 0.486
H 3.585 -0.918 0.632
H 2.213 -2.529 2.847
H 2.320 -0.760 2.795
H 4.613 -1.015 2.821
C -5.209 3.400 1.480
C -6.471 2.757 0.939
O -6.595 2.989 -0.460
H -5.216 4.475 1.290
H -5.112 3.233 2.556
H -4.328 2.992 0.980
H -7.355 3.178 1.422
H -6.462 1.676 1.121
H -5.819 2.610 -0.888
C 6.290 1.168 -0.925
C 4.780 1.039 -1.013
O 4.154 1.765 0.038
H 6.649 0.800 0.038
H 6.780 0.605 -1.723
H 6.593 2.216 -1.001
H 4.480 -0.003 -0.917
H 4.412 1.414 -1.973
H 4.404 2.689 -0.051
C -2.093 -4.097 -6.817
C -0.950 -3.970 -5.827
O -1.415 -3.465 -4.582
H -2.570 -3.129 -6.973
H -1.738 -4.475 -7.779
H -2.860 -4.777 -6.436
H -0.197 -3.275 -6.201
H -0.470 -4.941 -5.661
H -2.071 -4.080 -4.244
C -3.410 -7.763 5.848
C -3.225 -7.511 7.333
O -3.917 -6.334 7.737
H -3.048 -6.912 5.269
H -2.873 -8.659 5.531
H -4.469 -7.887 5.607
H -2.170 -7.367 7.566
H -3.594 -8.360 7.918
H -4.848 -6.463 7.541
C 7.710 1.102 5.467
C 6.451 0.461 4.912
O 6.345 0.689 3.509
H 7.709 2.176 5.273
H 7.791 0.938 6.543
H 8.600 0.689 4.983
H 5.566 0.890 5.381
H 6.451 -0.618 5.097
H 7.120 0.303 3.092
C 2.173 5.597 -2.729
C 2.017 5.645 -1.222
O 3.298 5.548 -0.588
H 2.661 4.670 -3.032
H 1.203 5.661 -3.224
H 2.802 6.424 -3.078
H 1.408 4.810 -0.876
H 1.535 6.577 -0.907
H 3.827 6.290 -0.891
```

## Properties
E_tot = -2230.360774 a.u.
highest occupied orbital energy = -4.4 eV
multiplicity = 1
net charge = -1

2.
Computed, not measured: a 8-piece molecular cluster, C23H71FNO28P9 overall in a non-equilibrium geometry, with the ωB97M-V functional and the def2-TZVPD basis.

The geometry in XYZ format:
```
133
Properties=species:S:1:pos:R:3
C -1.404 -3.813 -0.050
O -0.387 -3.645 0.955
P 0.882 -2.676 0.752
O 0.283 -1.472 0.130
O 1.597 -3.673 -0.339
C 1.149 -4.871 -0.936
O 2.423 -2.082 1.006
C 3.098 -2.147 2.265
H -2.367 -3.787 0.455
H -1.360 -3.028 -0.801
H -1.314 -4.790 -0.511
H 0.508 -4.657 -1.792
H 0.642 -5.521 -0.224
H 2.033 -5.389 -1.309
H 3.240 -3.188 2.563
H 2.528 -1.611 3.027
H 4.073 -1.678 2.162
C 6.257 3.012 3.032
O 5.027 2.393 2.663
P 4.388 2.483 1.158
O 5.660 2.127 0.447
O 4.084 4.094 1.169
C 4.315 5.048 2.190
O 3.456 2.451 -0.235
C 2.228 1.707 -0.299
H 6.813 2.287 3.623
H 6.841 3.298 2.161
H 6.062 3.875 3.665
H 5.354 5.377 2.158
H 4.049 4.672 3.177
H 3.694 5.916 1.973
H 1.511 2.063 0.443
H 2.446 0.654 -0.114
H 1.793 1.816 -1.288
C -10.538 -5.746 0.150
O -11.632 -6.615 -0.215
P -12.240 -6.442 -1.712
O -10.967 -6.429 -2.477
O -12.930 -4.980 -1.505
C -12.919 -4.123 -0.372
O -13.296 -6.601 -2.983
C -14.357 -7.570 -2.959
H -9.777 -6.349 0.640
H -10.112 -5.256 -0.719
H -10.888 -5.014 0.875
H -12.004 -3.530 -0.358
H -13.045 -4.671 0.560
H -13.751 -3.429 -0.478
H -15.045 -7.380 -2.132
H -13.959 -8.583 -2.882
H -14.901 -7.476 -3.894
C 7.879 4.002 -0.886
O 9.211 3.504 -0.679
P 10.468 4.221 -1.313
O 10.396 5.667 -1.083
O 10.318 3.828 -2.877
C 9.188 3.345 -3.574
O 11.995 3.770 -1.260
C 12.394 2.651 -0.439
H 7.361 3.960 0.066
H 7.887 5.023 -1.262
H 7.342 3.346 -1.564
H 8.534 4.170 -3.864
H 8.641 2.600 -2.999
H 9.551 2.877 -4.488
H 11.889 1.739 -0.762
H 12.170 2.850 0.609
H 13.466 2.518 -0.548
C -13.302 0.950 -0.559
O -13.934 1.251 0.692
P -15.198 0.436 1.202
O -14.952 -0.998 1.024
O -16.327 1.020 0.191
C -16.185 1.745 -1.012
O -16.202 0.611 2.442
C -15.905 1.539 3.504
H -12.228 0.961 -0.388
H -13.605 -0.025 -0.934
H -13.532 1.728 -1.280
H -15.997 1.070 -1.850
H -15.408 2.505 -0.942
H -17.135 2.243 -1.200
H -15.838 2.560 3.124
H -14.975 1.270 4.007
H -16.721 1.482 4.218
C -1.432 7.981 0.708
O -2.026 6.756 0.263
P -1.834 5.407 1.074
O -2.079 5.646 2.498
O -0.296 5.045 0.748
C 0.743 5.859 0.242
O -2.338 3.935 0.714
C -3.207 3.709 -0.413
H -2.183 8.761 0.603
H -1.112 7.914 1.745
H -0.595 8.236 0.063
H 1.199 6.426 1.057
H 0.405 6.513 -0.560
H 1.515 5.203 -0.160
H -2.728 4.016 -1.344
H -4.150 4.243 -0.288
H -3.407 2.643 -0.455
C 17.923 2.287 3.916
O 18.276 2.916 2.680
P 17.396 2.733 1.346
O 15.996 2.854 1.791
O 17.861 1.177 1.094
C 18.606 0.288 1.896
O 17.297 2.843 -0.281
C 18.130 3.754 -1.024
H 18.047 3.030 4.701
H 16.896 1.932 3.903
H 18.611 1.472 4.121
H 17.965 -0.193 2.637
H 19.454 0.777 2.373
H 18.986 -0.493 1.238
H 19.187 3.517 -0.888
H 17.940 4.786 -0.727
H 17.876 3.638 -2.073
N -3.115 -6.117 -1.956
P -2.949 -7.653 -2.267
P -4.611 -8.926 -1.693
C -5.992 -8.339 -2.762
C -7.333 -8.376 -2.045
F -7.292 -7.738 -0.817
H -3.054 -5.580 -2.814
H -1.862 -8.266 -1.612
H -2.743 -7.874 -3.642
H -4.878 -8.520 -0.378
H -6.080 -9.012 -3.613
H -5.786 -7.336 -3.139
H -7.635 -9.413 -1.886
H -8.079 -7.931 -2.703
```

## Properties
E_tot = -6252.390835 a.u.
highest occupied orbital energy = -8.5 eV
multiplicity = 1
SMILES = COP(=O)(OC)OC.COP(=O)(OC)OC.COP(=O)(OC)OC.COP(=O)(OC)OC.COP(=O)(OC)OC.COP(=O)(OC)OC.COP(=O)(OC)OC.N=[PH2]PCCF
net charge = 0

3.
Computed, not measured: a 13-piece molecular cluster, C23H72N16O13 overall in a non-equilibrium geometry, with the ωB97M-V functional and the def2-TZVPD basis.

The geometry in XYZ format:
```
124
Properties=species:S:1:pos:R:3
C -1.131 -3.003 -3.926
C -1.559 -1.609 -4.201
C -2.899 -1.619 -4.956
O -1.644 -1.054 -2.930
H -0.415 -3.084 -3.108
H -0.797 -3.583 -4.787
H -2.010 -3.567 -3.616
H -0.768 -1.161 -4.801
H -3.432 -0.749 -4.574
H -3.535 -2.486 -4.780
H -2.825 -1.507 -6.038
H -1.147 -1.603 -2.318
C -0.283 -2.565 3.689
C 0.302 -2.541 5.112
C 1.061 -3.914 5.379
O 1.153 -1.356 5.311
H 0.536 -2.616 2.972
H -0.721 -1.588 3.485
H -1.056 -3.333 3.657
H -0.534 -2.461 5.806
H 1.905 -3.952 4.690
H 0.588 -4.872 5.162
H 1.574 -4.096 6.323
H 2.065 -1.408 5.015
C 3.590 4.133 1.669
C 3.014 2.830 1.221
C 2.744 1.893 2.441
O 1.722 3.098 0.638
H 4.291 3.970 2.488
H 2.976 4.825 2.245
H 4.108 4.756 0.940
H 3.498 2.443 0.324
H 2.093 1.044 2.232
H 2.523 2.314 3.422
H 3.606 1.376 2.862
H 1.109 3.012 1.371
C 3.447 -1.460 0.676
C 4.484 -2.557 1.010
C 3.914 -3.932 0.677
O 5.368 -2.360 -0.060
H 3.838 -0.446 0.761
H 2.584 -1.608 1.326
H 3.208 -1.365 -0.383
H 4.900 -2.556 2.017
H 3.154 -4.311 1.360
H 4.679 -4.704 0.601
H 3.379 -3.890 -0.272
H 5.554 -1.419 -0.101
C -2.722 5.708 -1.824
C -1.894 4.577 -1.106
C -1.639 3.323 -2.033
O -0.782 5.201 -0.535
H -2.196 5.759 -2.778
H -2.844 6.614 -1.230
H -3.737 5.410 -2.084
H -2.494 4.242 -0.260
H -1.056 2.705 -1.350
H -1.027 3.697 -2.854
H -2.583 2.803 -2.196
H -0.062 4.577 -0.655
C -3.768 -1.664 3.004
O -3.056 -1.052 2.286
N -4.927 -2.220 2.612
N -3.592 -1.682 4.275
H -5.445 -2.754 3.296
H -5.155 -2.298 1.632
H -2.804 -1.251 4.738
H -4.417 -1.931 4.803
C 2.629 -2.039 -3.569
O 2.273 -1.012 -3.037
N 2.609 -3.156 -3.006
N 2.866 -2.185 -4.848
H 2.407 -3.102 -2.018
H 2.978 -4.015 -3.386
H 2.999 -3.079 -5.300
H 2.752 -1.454 -5.535
C 0.064 -0.554 -0.046
O -0.052 -1.791 -0.241
N -0.721 0.090 0.767
N 0.994 0.178 -0.614
H -0.461 0.994 1.135
H -1.488 -0.298 1.297
H 1.656 -0.271 -1.231
H 1.138 1.058 -0.140
C -0.873 -5.600 -0.021
O -1.270 -6.752 0.029
N -1.572 -4.550 0.333
N 0.367 -5.284 -0.081
H -2.495 -4.848 0.617
H -1.353 -3.570 0.225
H 0.586 -4.320 -0.286
H 0.946 -6.079 -0.310
C -5.519 1.525 1.465
O -6.230 2.481 1.494
N -4.236 1.553 1.344
N -5.970 0.366 1.254
H -3.692 0.725 1.544
H -3.816 2.462 1.473
H -5.354 -0.417 1.427
H -6.967 0.407 1.099
C -0.666 2.248 3.198
O -0.363 2.498 2.097
N -0.690 1.075 3.777
N -1.328 3.094 3.951
H -1.053 0.954 4.712
H -0.249 0.384 3.187
H -1.430 2.797 4.911
H -1.537 3.949 3.456
C 3.128 4.284 -2.668
O 3.732 3.240 -2.816
N 3.557 5.436 -3.054
N 2.101 4.356 -1.883
H 3.048 6.192 -2.619
H 4.481 5.491 -3.458
H 1.878 5.303 -1.612
H 1.935 3.516 -1.347
C -0.265 1.985 -4.740
O 0.117 2.974 -5.322
N -1.472 1.579 -4.795
N 0.402 1.209 -3.980
H -2.253 2.160 -5.064
H -1.593 0.689 -4.333
H 0.000 0.439 -3.466
H 1.315 1.569 -3.740
```

## Properties
E_tot = -2773.517068 a.u.
highest occupied orbital energy (spin up / spin down) = -11.2 / -11.2 eV
expectation value of S² = 0.754
multiplicity = 2
net charge = +1

4.
Computed, not measured: C24H10Br2Cl5N4O5PdS as an isolated structure in a non-equilibrium geometry, with the ωB97M-V functional and the def2-TZVPD basis.

The geometry in XYZ format:
```
52
Properties=species:S:1:pos:R:3
Pd -0.730 1.553 -0.536
Br 0.788 2.539 4.827
C 1.787 2.411 3.271
C 3.139 2.698 3.283
C 3.891 2.583 2.132
Br 5.715 2.966 2.230
C 3.305 2.187 0.878
C 4.043 2.052 -0.308
C 3.409 1.673 -1.463
C 2.036 1.456 -1.432
N 1.322 1.586 -0.322
C 1.928 1.926 0.835
C 1.099 1.977 2.071
O -0.080 1.642 2.070
H 3.613 3.006 4.205
H 5.107 2.245 -0.303
H 3.950 1.555 -2.389
H 1.497 1.175 -2.327
Cl -5.751 6.466 -0.654
C -4.283 5.611 -0.574
C -4.275 4.221 -0.771
Cl -5.725 3.373 -1.090
C -3.078 3.543 -0.702
Cl -3.041 1.811 -0.930
C -1.845 4.182 -0.446
O -0.722 3.554 -0.396
C -1.884 5.592 -0.246
Cl -0.403 6.376 0.076
C -3.078 6.287 -0.310
Cl -3.095 7.978 -0.065
O 0.821 -6.253 2.708
S 0.365 -7.351 1.889
O 1.370 -8.334 1.569
O -0.905 -7.908 2.302
C -0.020 -6.581 0.308
N -0.202 -7.299 -0.792
C -0.496 -6.777 -1.993
C -0.663 -5.433 -2.132
C -0.486 -4.637 -0.960
N -0.177 -5.304 0.191
C -0.581 -3.224 -0.888
C -0.390 -2.550 0.347
C -0.482 -1.193 0.413
N -0.757 -0.429 -0.676
C -0.938 -1.050 -1.867
C -0.867 -2.405 -2.009
H -0.593 -7.472 -2.817
H -0.903 -5.007 -3.094
H -0.182 -3.114 1.246
H -0.353 -0.659 1.345
H -1.158 -0.414 -2.715
H -1.040 -2.826 -2.989
```

## Properties
E_tot = -9490.438841 a.u.
highest occupied orbital energy (spin up / spin down) = -9.6 / -10.2 eV
expectation value of S² = 6.089
multiplicity = 5
ΔE to the lowest compared entry with this formula, charge and spin = 1.973 eV
net charge = +1

Copy entry 4 word for word.
Computed, not measured: C24H10Br2Cl5N4O5PdS as an isolated structure in a non-equilibrium geometry, with the ωB97M-V functional and the def2-TZVPD basis.

The geometry in XYZ format:
```
52
Properties=species:S:1:pos:R:3
Pd -0.730 1.553 -0.536
Br 0.788 2.539 4.827
C 1.787 2.411 3.271
C 3.139 2.698 3.283
C 3.891 2.583 2.132
Br 5.715 2.966 2.230
C 3.305 2.187 0.878
C 4.043 2.052 -0.308
C 3.409 1.673 -1.463
C 2.036 1.456 -1.432
N 1.322 1.586 -0.322
C 1.928 1.926 0.835
C 1.099 1.977 2.071
O -0.080 1.642 2.070
H 3.613 3.006 4.205
H 5.107 2.245 -0.303
H 3.950 1.555 -2.389
H 1.497 1.175 -2.327
Cl -5.751 6.466 -0.654
C -4.283 5.611 -0.574
C -4.275 4.221 -0.771
Cl -5.725 3.373 -1.090
C -3.078 3.543 -0.702
Cl -3.041 1.811 -0.930
C -1.845 4.182 -0.446
O -0.722 3.554 -0.396
C -1.884 5.592 -0.246
Cl -0.403 6.376 0.076
C -3.078 6.287 -0.310
Cl -3.095 7.978 -0.065
O 0.821 -6.253 2.708
S 0.365 -7.351 1.889
O 1.370 -8.334 1.569
O -0.905 -7.908 2.302
C -0.020 -6.581 0.308
N -0.202 -7.299 -0.792
C -0.496 -6.777 -1.993
C -0.663 -5.433 -2.132
C -0.486 -4.637 -0.960
N -0.177 -5.304 0.191
C -0.581 -3.224 -0.888
C -0.390 -2.550 0.347
C -0.482 -1.193 0.413
N -0.757 -0.429 -0.676
C -0.938 -1.050 -1.867
C -0.867 -2.405 -2.009
H -0.593 -7.472 -2.817
H -0.903 -5.007 -3.094
H -0.182 -3.114 1.246
H -0.353 -0.659 1.345
H -1.158 -0.414 -2.715
H -1.040 -2.826 -2.989
```

## Properties
E_tot = -9490.438841 a.u.
highest occupied orbital energy (spin up / spin down) = -9.6 / -10.2 eV
expectation value of S² = 6.089
multiplicity = 5
ΔE to the lowest compared entry with this formula, charge and spin = 1.973 eV
net charge = +1

Repeat the fourth record exactly.
Computed, not measured: C24H10Br2Cl5N4O5PdS as an isolated structure in a non-equilibrium geometry, with the ωB97M-V functional and the def2-TZVPD basis.

The geometry in XYZ format:
```
52
Properties=species:S:1:pos:R:3
Pd -0.730 1.553 -0.536
Br 0.788 2.539 4.827
C 1.787 2.411 3.271
C 3.139 2.698 3.283
C 3.891 2.583 2.132
Br 5.715 2.966 2.230
C 3.305 2.187 0.878
C 4.043 2.052 -0.308
C 3.409 1.673 -1.463
C 2.036 1.456 -1.432
N 1.322 1.586 -0.322
C 1.928 1.926 0.835
C 1.099 1.977 2.071
O -0.080 1.642 2.070
H 3.613 3.006 4.205
H 5.107 2.245 -0.303
H 3.950 1.555 -2.389
H 1.497 1.175 -2.327
Cl -5.751 6.466 -0.654
C -4.283 5.611 -0.574
C -4.275 4.221 -0.771
Cl -5.725 3.373 -1.090
C -3.078 3.543 -0.702
Cl -3.041 1.811 -0.930
C -1.845 4.182 -0.446
O -0.722 3.554 -0.396
C -1.884 5.592 -0.246
Cl -0.403 6.376 0.076
C -3.078 6.287 -0.310
Cl -3.095 7.978 -0.065
O 0.821 -6.253 2.708
S 0.365 -7.351 1.889
O 1.370 -8.334 1.569
O -0.905 -7.908 2.302
C -0.020 -6.581 0.308
N -0.202 -7.299 -0.792
C -0.496 -6.777 -1.993
C -0.663 -5.433 -2.132
C -0.486 -4.637 -0.960
N -0.177 -5.304 0.191
C -0.581 -3.224 -0.888
C -0.390 -2.550 0.347
C -0.482 -1.193 0.413
N -0.757 -0.429 -0.676
C -0.938 -1.050 -1.867
C -0.867 -2.405 -2.009
H -0.593 -7.472 -2.817
H -0.903 -5.007 -3.094
H -0.182 -3.114 1.246
H -0.353 -0.659 1.345
H -1.158 -0.414 -2.715
H -1.040 -2.826 -2.989
```

## Properties
E_tot = -9490.438841 a.u.
highest occupied orbital energy (spin up / spin down) = -9.6 / -10.2 eV
expectation value of S² = 6.089
multiplicity = 5
ΔE to the lowest compared entry with this formula, charge and spin = 1.973 eV
net charge = +1